1.
Below is a structure of composition C17H26Br3ClF3N2O3P2 in a non-equilibrium geometry, with properties calculated with wB97M-V/def2-TZVPD.

Summary:
- total charge = +1
- LUMO (eV) = -3.96
- max |F| (eV/A) = 5.78
- total energy (eV) = -276540.182

Structure (XYZ):
```
57
C17H26Br3ClF3N2O3P2, DFT wB97M-V/def2-TZVPD
C 3.220 3.383 -0.951
C 2.322 2.668 -1.822
C 2.773 1.406 -2.705
O 1.951 1.028 -3.581
O 4.036 0.771 -2.549
C 3.893 -0.652 -2.243
C 4.460 -0.849 -0.734
C 4.491 -2.402 -0.276
C 3.432 -2.738 0.907
C 1.923 -2.538 0.401
C 0.856 -2.380 1.613
C -0.236 -1.304 1.177
C -1.704 -1.588 0.804
C -2.534 -2.929 0.697
F -1.561 -3.990 0.659
F -3.276 -3.069 -0.500
F -3.316 -3.214 1.864
N -2.217 -0.259 0.501
P -3.786 0.363 -0.058
C -4.130 1.849 1.114
C -5.225 -0.812 0.262
C -5.818 -1.379 -1.158
C -1.197 0.728 0.659
N 0.048 0.115 1.076
P 1.553 1.049 1.324
O 2.492 0.367 2.576
Cl 0.987 2.985 2.027
H 3.476 4.496 -1.072
H 3.664 2.801 -0.072
H 1.243 3.060 -1.904
H 2.831 -1.048 -2.380
H 4.590 -1.232 -2.960
H 3.882 -0.183 0.013
H 5.541 -0.437 -0.765
H 5.549 -2.590 0.145
H 4.312 -3.042 -1.211
H 3.651 -3.835 1.200
H 3.693 -2.116 1.837
H 1.586 -3.388 -0.290
H 1.852 -1.567 -0.214
H 0.410 -3.368 1.962
H 1.409 -1.938 2.529
H -4.107 1.388 2.180
H -5.178 2.276 0.984
H -3.292 2.623 1.097
H -6.085 -0.165 0.695
H -5.040 -1.635 1.028
H -5.830 -2.526 -1.053
H -6.831 -0.933 -1.419
H -5.003 -1.157 -1.940
H -1.340 1.840 0.449
H 3.308 -0.061 2.218
C -2.325 5.322 -0.501
Br -1.564 5.749 1.231
Br -1.453 3.788 -1.313
Br -4.248 5.094 -0.408
H -2.137 6.175 -1.151
```

These are the Löwdin partial charges, in e, on atoms 1 to 8:
1 C 0.015
2 C -0.080
3 C -0.375
4 O 0.048
5 O -0.072
6 C -0.167
7 C -0.170
8 C -0.186

2.
Below is a structure of composition C17H26N2O3S in a non-equilibrium geometry, with properties calculated with wB97M-V/def2-TZVPD.

Summary:
- LUMO (eV) = 0.29
- max |F| (eV/A) = 18.28
- total energy (eV) = -37992.366
- energy relative to the best compared isomer or geometry (same formula, charge and spin) (kcal per mole) = 418.5

Structure (XYZ):
```
49
C17H26N2O3S, DFT wB97M-V/def2-TZVPD
C 3.079 -2.614 3.438
C 1.675 -2.524 2.696
C 0.445 -2.375 3.513
C -0.699 -2.427 2.979
C -0.786 -2.657 1.493
C 0.358 -2.695 0.904
C 1.709 -2.702 1.548
H 2.310 -2.914 0.742
H 0.072 -2.825 -0.217
C -2.201 -2.394 0.985
N -2.612 -1.033 0.673
C -2.325 -0.823 -0.682
O -1.752 -1.589 -1.749
C -2.484 0.851 -0.953
N -1.369 1.522 -0.611
S -1.065 1.951 1.185
O -2.207 1.531 1.669
O -0.641 3.295 1.294
C 0.056 0.932 1.609
H 1.140 1.329 1.419
H -0.006 -0.240 1.330
H 0.158 0.971 2.975
C -0.278 2.002 -1.304
C -0.578 2.899 -2.401
C 0.362 3.127 -3.440
C 1.351 2.077 -3.908
C 1.946 1.090 -2.756
C 0.391 0.750 -1.866
H 0.942 0.090 -0.924
H -0.042 0.166 -2.506
H 2.186 0.248 -3.040
H 2.436 1.569 -2.091
H 2.244 2.377 -4.395
H 0.856 1.387 -4.582
H 0.385 3.827 -4.204
H 1.102 3.949 -2.646
H -1.366 2.169 -3.352
H -1.052 3.869 -2.023
H 0.424 2.546 -0.703
H -3.384 1.134 -0.289
H -2.413 1.081 -2.053
H -2.582 -0.238 1.486
H -2.963 -2.705 1.821
H -2.166 -3.120 0.166
H -1.654 -2.438 3.734
H 0.703 -2.340 4.539
H 3.209 -2.043 4.253
H 3.409 -3.654 3.569
H 3.677 -2.392 2.675
```

These are the Löwdin partial charges, in e, on atoms 1 to 8:
1 C 0.016
2 C -0.280
3 C -0.065
4 C -0.071
5 C -0.246
6 C -0.034
7 C -0.083
8 H 0.114

3.
Below is a cluster of 2 separate species, C17H26N6O4 in total in a non-equilibrium geometry, with properties calculated with wB97M-V/def2-TZVPD.

Summary:
- LUMO (eV) = 0.51
- structure (SMILES) = N[C@@H](Cc1c[nH]c2ccccc12)C(=O)O.[H]/N=C(\N)NCCC[C@H](N)C(=O)O
- max |F| (eV/A) = 6.86
- total energy (eV) = -35179.677
- energy relative to the best compared isomer or geometry (same formula, charge and spin) (kcal per mole) = 100.2

Structure (XYZ):
```
53
C17H26N6O4, DFT wB97M-V/def2-TZVPD
N -1.381 5.493 -0.609
C -1.139 6.373 0.576
C -1.426 5.575 1.869
C -0.395 4.466 2.011
C 0.837 4.489 2.595
N 1.462 3.273 2.377
C 0.653 2.456 1.603
C 0.825 1.107 1.197
C -0.231 0.524 0.512
C -1.347 1.271 0.111
C -1.507 2.566 0.496
C -0.499 3.175 1.303
C 0.252 7.080 0.660
O 0.596 7.691 1.636
O 0.983 7.070 -0.492
H -1.188 6.022 -1.457
H -0.766 4.728 -0.599
H -1.857 7.216 0.518
H -1.339 6.275 2.711
H -2.408 5.147 1.841
H 1.279 5.212 3.227
H 2.367 3.028 2.760
H 1.736 0.517 1.443
H -0.054 -0.470 0.224
H -2.119 0.811 -0.360
H -2.341 3.143 0.099
H 0.548 6.417 -1.079
H -0.765 -1.682 3.695
N -0.074 -2.106 3.035
C -0.552 -2.062 1.849
N -1.703 -1.466 1.439
N 0.093 -2.666 0.743
C -0.463 -3.765 -0.100
C 0.663 -3.974 -1.271
C 0.174 -4.759 -2.547
C 1.219 -5.654 -3.371
N 0.233 -6.416 -4.221
C 2.014 -6.721 -2.380
O 1.863 -7.937 -2.399
O 2.900 -6.021 -1.580
H -1.712 -1.181 0.455
H -2.064 -0.714 2.124
H 0.956 -3.129 1.185
H -0.505 -4.610 0.512
H -1.306 -3.550 -0.528
H 0.831 -3.027 -1.631
H 1.555 -4.319 -0.907
H -0.580 -5.396 -2.299
H -0.229 -4.122 -3.252
H 1.858 -5.032 -3.923
H 0.606 -6.619 -5.098
H 0.225 -7.245 -3.807
H 3.222 -6.485 -0.895
```

These are the Löwdin partial charges, in e, on atoms 1 to 8:
1 N 0.064
2 C -0.259
3 C -0.089
4 C -0.158
5 C -0.036
6 N 0.077
7 C -0.206
8 C 0.013

4.
Below is a cluster of 3 separate species, C17H26NO2 in total, with properties calculated with wB97M-V/def2-TZVPD.

Summary:
- total charge = +1
- LUMO (eV) = -4.13
- max |F| (eV/A) = 0.40
- total energy (eV) = -23629.785
- energy relative to the best compared isomer or geometry (same formula, charge and spin) (kcal per mole) = 0.0

Structure (XYZ):
```
46
C17H26NO2, DFT wB97M-V/def2-TZVPD
C -0.298 -1.487 -0.414
C -0.699 -0.891 -1.737
C -2.003 -1.094 -2.189
C -2.425 -0.633 -3.420
C -1.541 0.059 -4.235
C -0.250 0.285 -3.795
C 0.177 -0.174 -2.556
C 1.617 0.102 -2.155
C 2.506 -0.909 -2.800
C 3.256 -0.706 -3.937
C 3.988 -1.751 -4.480
C 3.966 -3.013 -3.885
C 3.221 -3.182 -2.757
N 2.528 -2.142 -2.256
H -1.128 -1.483 0.285
H -0.023 -2.541 -0.536
H 0.534 -0.974 0.061
H -2.691 -1.634 -1.551
H -3.439 -0.803 -3.753
H -1.849 0.435 -5.199
H 0.431 0.849 -4.422
H 1.746 0.030 -1.078
H 1.906 1.098 -2.480
H 3.266 0.271 -4.396
H 4.574 -1.594 -5.374
H 4.515 -3.851 -4.282
H 3.147 -4.119 -2.228
H 1.961 -2.293 -1.428
C -1.141 1.778 1.830
C -1.032 0.433 2.516
O 0.315 -0.049 2.551
H -0.751 1.726 0.811
H -2.178 2.111 1.791
H -0.573 2.532 2.377
H -1.598 -0.322 1.972
H -1.444 0.491 3.527
H 0.834 0.583 3.058
C -2.618 2.067 6.924
C -1.544 2.760 6.108
O -1.940 2.971 4.753
H -2.882 1.110 6.474
H -2.279 1.891 7.945
H -3.523 2.678 6.971
H -0.647 2.143 6.057
H -1.266 3.712 6.570
H -2.725 3.528 4.758
```

These are the Löwdin partial charges, in e, on atoms 1 to 8:
1 C -0.039
2 C -0.212
3 C -0.031
4 C -0.061
5 C -0.065
6 C -0.039
7 C -0.182
8 C -0.056